63
Properties=species:S:1:pos:R:3 method="wB97M-V/def2-TZVPD" fmax_ev_per_a=1.93 total_charge=-1 gap_ev=7.67 homo_energy_ev=-5.15 lumo_energy_ha=0.0926 total_energy_ev=-57105.9419
O 3.62 -0.81 0.71
C 4.38 -0.50 -0.22
O 5.49 -0.97 -0.55
C 3.86 0.57 -1.17
N 3.07 1.68 -0.55
S 1.58 1.41 0.07
O 0.78 2.56 -0.28
O 1.59 1.11 1.45
C 0.75 0.03 -0.86
F 0.55 0.37 -2.14
F 1.40 -1.12 -0.81
F -0.44 -0.12 -0.27
H 4.73 1.05 -1.61
H 3.33 0.11 -2.00
H 2.98 2.43 -1.22
C 0.69 4.64 2.51
C 1.97 4.13 2.71
C 3.02 5.01 2.95
C 2.80 6.38 2.99
C 1.52 6.88 2.79
C 0.47 6.00 2.55
H -0.13 3.95 2.32
H 2.14 3.07 2.68
H 4.02 4.62 3.10
H 3.62 7.06 3.18
H 1.34 7.94 2.82
H -0.53 6.39 2.38
C -2.58 -3.80 -1.18
C -1.91 -2.80 -0.48
C -2.52 -2.18 0.60
C -3.79 -2.57 0.99
C -4.46 -3.57 0.29
C -3.86 -4.18 -0.79
H -2.10 -4.28 -2.02
H -0.91 -2.51 -0.78
H -2.00 -1.41 1.15
H -4.27 -2.09 1.84
H -5.46 -3.87 0.60
H -4.38 -4.96 -1.34
C 1.38 -7.51 1.37
C 2.36 -6.66 1.84
C 2.23 -5.29 1.68
C 1.11 -4.77 1.05
C 0.12 -5.62 0.58
C 0.25 -6.99 0.74
H 1.48 -8.58 1.49
H 3.24 -7.06 2.33
H 3.01 -4.62 2.03
H 1.01 -3.70 0.93
H -0.76 -5.21 0.10
H -0.52 -7.66 0.36
C -2.85 1.80 -2.85
C -1.85 2.65 -2.39
C -1.94 4.01 -2.63
C -3.03 4.53 -3.31
C -4.03 3.69 -3.76
C -3.94 2.32 -3.53
H -2.78 0.74 -2.66
H -1.00 2.25 -1.85
H -1.15 4.67 -2.27
H -3.10 5.60 -3.49
H -4.89 4.09 -4.29
H -4.72 1.66 -3.88